The following is a quantum chemistry calculation of the molecule C3H3NO3S3 in a non-equilibrium geometry, from the Open Molecules 2025 dataset.

Structure (XYZ):
```
13
C3H3NO3S3, DFT wB97M-V/def2-TZVPD
S 2.12 0.54 -1.21
S 1.98 -1.94 0.44
S -1.53 -1.53 -0.20
O -1.80 -2.17 1.08
O -1.07 2.38 -0.29
O -2.86 1.75 0.69
N -1.79 1.54 0.18
C 1.36 -0.29 0.19
C -0.07 -0.40 -0.08
C -1.23 0.26 0.05
H 2.06 -1.93 -1.03
H 1.39 0.21 1.15
H 1.44 1.57 -0.96
```

As for the relative energy (zero: lowest compared OMol25 entry of this formula, charge and spin): 21.0 kJ/mol. The charge is 0. The calculation puts the orbital gap at 8.848 eV.

The following is a quantum chemistry calculation of an isolated ion of composition C4H5Cl2F3NO3S and charge -1 in a non-equilibrium geometry, from the Open Molecules 2025 dataset.

Structure (XYZ):
```
19
C4H5Cl2F3NO3S, DFT wB97M-V/def2-TZVPD
Cl 2.62 1.31 0.09
Cl 2.40 -1.56 0.25
S -0.79 -0.27 2.09
F 0.54 -1.18 -2.63
F -1.38 -0.44 -2.24
F 0.21 0.94 -2.69
O 0.43 0.45 2.38
O -1.01 -1.44 2.95
O -1.98 0.54 1.93
N 1.83 -0.13 -0.53
C 0.33 0.01 -0.59
C -0.59 -1.07 0.47
C -0.08 -0.21 -2.04
C -0.15 1.45 -0.15
H -1.24 1.39 -0.32
H 0.18 1.44 0.98
H 0.25 2.28 -0.62
H -1.48 -1.46 0.06
H -0.10 -2.05 0.62
```

The charge is -1. The calculation puts the orbital gap at 8.319 eV.

The following is a quantum chemistry calculation of the molecule C28H33N3O8S in a non-equilibrium geometry, from the Open Molecules 2025 dataset.

Structure (XYZ):
```
73
C28H33N3O8S, DFT wB97M-V/def2-TZVPD
S 4.93 -0.15 1.46
O -4.61 -2.75 -1.08
O 6.08 -0.72 0.82
O -2.36 -4.72 -0.73
O -7.36 3.16 1.43
O 1.28 2.10 -3.38
O 0.19 -4.61 -0.13
O 3.72 3.52 -0.72
O 4.97 0.14 2.86
N -2.99 -1.31 -0.36
N -5.16 1.46 0.85
N 4.61 1.29 0.69
C -4.25 0.34 0.97
C 1.21 -2.57 0.48
C -0.45 -0.78 -2.08
C 4.74 2.71 -1.25
C 0.37 1.70 -1.16
C -7.38 2.28 0.32
C -0.76 -0.40 -0.78
C -1.23 -2.75 -0.01
C -3.78 -0.11 -0.42
C 3.50 -2.00 0.02
C 3.56 2.12 1.24
C 3.49 -1.15 1.11
C 2.37 -2.73 -0.29
C 0.25 0.07 -2.91
C -0.33 0.84 -0.33
C -6.04 3.55 1.72
C 0.65 1.33 -2.47
C -2.35 -3.51 -0.50
C 4.60 1.27 -0.76
C -1.61 -1.30 0.09
C 1.22 -1.72 1.58
C -6.53 1.04 0.58
C 0.00 -3.33 0.12
C -3.49 -2.53 -0.70
C 1.48 3.47 -3.09
C 3.74 3.53 0.69
C 2.37 -1.01 1.90
C -5.16 2.34 2.01
H 0.68 2.66 -0.78
H 0.53 3.96 -2.86
H -1.58 -0.94 1.13
H 3.65 0.84 -1.14
H 4.64 2.76 -2.34
H 5.44 0.65 -1.08
H -4.13 2.68 2.20
H -6.54 0.40 -0.30
H -5.53 1.82 2.91
H -4.65 -0.35 -1.05
H 2.92 4.18 1.00
H 2.41 -0.37 2.76
H -3.20 0.69 -0.90
H 4.70 3.94 1.04
H 2.36 -3.41 -1.12
H -5.62 4.10 0.87
H 5.72 3.10 -0.95
H -0.54 1.14 0.69
H -3.38 0.67 1.54
H -6.95 0.48 1.43
H 4.41 -2.10 -0.55
H -0.68 -5.02 -0.41
H 1.90 3.90 -4.00
H -7.01 2.80 -0.57
H 0.35 -1.63 2.20
H 0.48 -0.22 -3.93
H -4.70 -0.51 1.49
H -8.43 2.00 0.17
H 2.57 1.73 0.96
H -0.79 -1.74 -2.45
H 2.18 3.62 -2.26
H 3.68 2.10 2.33
H -6.10 4.20 2.59
```

As for the relative energy (zero: lowest compared OMol25 entry of this formula, charge and spin): 112.6 kJ/mol. The charge is 0. The calculation puts the orbital gap at 8.059 eV.

| no. | HOMO level (eV) |
| --- | --- |
| 1 | -10.12 |
| 2 | -5.52 |
| 3 | -8.87 |